102
Properties=species:S:1:pos:R:3 method="wB97M-V/def2-TZVPD" gap_ev=2.1 fmax_ev_per_a=7.45
C -1.744 0.007 -1.637
C -0.852 -1.223 -1.498
C -1.289 -2.130 -0.351
C -0.830 -1.600 1.011
C -1.788 -1.986 2.167
C -2.774 -0.858 2.519
C -2.450 -0.076 3.797
Si -0.606 0.410 3.991
C 0.130 -0.633 5.471
C 1.284 -1.510 4.944
C 2.701 -1.020 5.205
C 2.938 0.458 4.945
O 3.419 0.622 3.588
C 3.052 1.801 2.996
C 2.199 1.674 1.749
O 3.386 2.867 3.419
H -1.651 0.656 -0.763
H -2.790 -0.278 -1.725
H -1.468 0.574 -2.521
H 0.204 -0.913 -1.406
H -0.915 -1.780 -2.430
H -0.874 -3.130 -0.480
H -2.373 -2.226 -0.370
H -0.760 -0.512 0.960
H 0.167 -2.027 1.218
H -2.391 -2.810 1.791
H -1.253 -2.377 3.035
H -3.759 -1.300 2.669
H -2.908 -0.163 1.684
H -2.784 -0.624 4.685
H -3.066 0.881 3.781
H 0.146 0.161 2.758
H -0.509 1.858 4.303
H 0.427 0.090 6.255
H -0.617 -1.313 5.900
H 1.174 -2.474 5.440
H 1.141 -1.720 3.884
H 3.354 -1.545 4.507
H 3.064 -1.291 6.192
H 2.092 1.118 5.142
H 3.731 0.795 5.611
H 1.261 2.199 1.896
H 1.955 0.624 1.559
H 2.752 2.098 0.913
Mg -3.789 2.189 2.745
C 0.765 -0.407 -8.304
O 1.832 0.248 -7.658
C 1.376 1.261 -6.733
C 1.457 0.744 -5.325
O 0.554 -0.338 -5.059
C 1.191 -1.588 -5.085
H 1.167 -1.297 -8.795
H -0.013 -0.716 -7.599
H 0.315 0.241 -9.063
H 0.374 1.608 -6.982
H 2.034 2.119 -6.838
H 1.180 1.561 -4.653
H 2.483 0.426 -5.086
H 1.811 -1.714 -4.180
H 1.823 -1.714 -5.968
H 0.423 -2.363 -5.097
F 0.220 3.519 -7.237
C 4.856 -4.370 -8.028
O 4.605 -5.439 -7.106
P 4.801 -5.226 -5.561
O 3.694 -4.577 -4.855
O 6.205 -4.488 -5.389
C 6.252 -3.056 -5.302
O 5.127 -6.704 -5.129
C 5.293 -6.976 -3.734
H 4.351 -3.455 -7.717
H 5.929 -4.201 -8.116
H 4.467 -4.684 -8.991
H 5.326 -2.660 -4.888
H 6.429 -2.627 -6.287
H 7.083 -2.796 -4.650
H 4.320 -7.052 -3.253
H 5.887 -6.199 -3.251
H 5.815 -7.925 -3.655
O -6.947 4.128 -0.496
P -7.648 2.810 -0.252
O -6.410 1.933 0.402
O -8.049 2.113 -1.554
O -8.692 2.799 0.818
K -2.013 -0.139 6.195
Li -6.795 2.204 -2.820
O -5.263 5.559 9.129
C -4.870 5.670 8.004
O -3.726 5.019 7.663
C -3.271 4.895 6.315
C -2.417 6.066 5.880
C -5.540 6.561 6.987
H -4.104 4.724 5.633
H -2.678 3.978 6.322
H -2.988 6.994 5.877
H -2.028 5.900 4.875
H -1.580 6.198 6.566
H -5.113 7.561 7.060
H -6.597 6.612 7.233
H -5.459 6.208 5.962
Na 2.010 -0.964 0.189
F -5.587 0.459 0.040



56
Properties=species:S:1:pos:R:3 method="wB97M-V/def2-TZVPD" gap_ev=8.4 fmax_ev_per_a=0.75 smiles="CCCc1cc(C(=O)N2CCC[C@@H](Nc3ccc(C)c(C)c3)C2)n(C)n1" relative_energy_ev=1.2351
C -6.531 -3.645 0.120
C -5.514 -2.520 0.253
H -5.260 -2.377 1.305
H -4.598 -2.791 -0.278
C -6.054 -1.201 -0.312
C -5.051 -0.109 -0.174
N -5.161 0.835 0.750
N -4.108 1.628 0.618
C -3.275 1.202 -0.361
C -3.870 0.074 -0.908
H -3.525 -0.507 -1.740
C -2.082 1.973 -0.769
O -2.143 3.184 -0.927
N -0.949 1.268 -1.011
C -0.690 -0.070 -0.539
H -0.176 -0.612 -1.341
C 0.177 -0.034 0.738
C 0.891 1.314 0.866
H 1.711 1.230 1.579
H 0.197 2.074 1.231
C 1.427 1.769 -0.501
N 2.357 0.827 -1.083
C 3.574 0.517 -0.504
C 4.257 1.380 0.349
C 5.499 1.027 0.841
C 6.105 -0.176 0.512
C 5.431 -1.048 -0.348
C 4.186 -0.694 -0.836
H 3.666 -1.374 -1.500
C 6.043 -2.360 -0.736
H 5.390 -2.909 -1.410
H 7.000 -2.203 -1.233
H 6.226 -2.974 0.146
C 7.452 -0.531 1.067
H 7.402 -1.455 1.643
H 8.173 -0.680 0.264
H 7.818 0.260 1.716
H 6.011 1.711 1.503
H 3.830 2.331 0.629
H 1.917 0.033 -1.526
C 0.233 1.983 -1.451
H 0.504 1.651 -2.460
H -0.040 3.039 -1.496
H 1.956 2.720 -0.385
H -0.448 -0.192 1.618
H 0.911 -0.840 0.705
H -1.630 -0.581 -0.340
C -3.933 2.757 1.484
H -4.907 3.022 1.891
H -3.257 2.514 2.308
H -3.522 3.590 0.915
H -6.304 -1.335 -1.367
H -6.956 -0.914 0.229
H -7.443 -3.400 0.660
H -6.787 -3.808 -0.925
H -6.131 -4.572 0.524



| no. | E_HOMO (eV) |
| --- | --- |
| 1 | -5.371 |
| 2 | -7.685 |